59
Properties=species:S:1:pos:R:3:forces:R:3 method="wB97M-V/def2-TZVPD" gap_ha=0.2982 total_charge=0 molar_mass_g_mol=420.509 relative_energy_kcal_mol=15.1 e_homo_ha=-0.289 smiles="Cc1cccc(N2CCN(C(=O)COc3ccc4c(C)cc(=O)oc4c3C)CC2)c1C"
C -0.9275 1.1172 4.0623 -0.07 -0.02 -0.05
C -1.2712 0.8605 2.6231 0.08 0.11 -0.14
C -1.1852 1.9091 1.7177 -0.09 0.05 0.00
C -1.5244 1.7104 0.3957 -0.10 -0.02 0.07
C -1.8698 0.4492 -0.0471 -0.09 -0.02 -0.05
C -1.9492 -0.6282 0.8353 -0.02 0.27 0.13
C -1.7114 -0.3955 2.2031 0.07 -0.06 -0.03
C -2.0134 -1.4429 3.2390 0.00 0.08 -0.08
H -1.1359 -2.0332 3.5027 0.03 -0.14 0.07
H -2.7899 -2.1101 2.8785 -0.05 -0.11 0.01
H -2.3776 -0.9684 4.1468 -0.01 -0.03 0.08
N -2.3363 -1.9022 0.3983 -0.03 -0.04 -0.05
C -2.9417 -2.0656 -0.8991 -0.04 -0.07 -0.18
H -3.6084 -2.9333 -0.8416 -0.01 0.12 -0.09
C -1.9081 -2.2861 -2.0254 -0.29 0.30 -0.26
N -0.8453 -3.1383 -1.5293 -0.16 0.00 0.28
C 0.4070 -3.2298 -2.0083 0.09 0.09 -0.18
O 1.1936 -4.0767 -1.6164 0.28 -0.06 -0.08
C 0.8503 -2.2404 -3.0922 0.26 -0.21 -0.11
O 0.5641 -0.8752 -2.8767 -0.02 0.24 0.04
C 1.0740 -0.2348 -1.7839 0.15 0.41 0.35
C 1.6900 -0.8766 -0.7091 -0.07 -0.32 -0.26
C 2.0861 -0.1553 0.3921 -0.09 0.39 -0.03
C 1.9050 1.2276 0.4546 -0.14 0.03 -0.44
C 1.3319 1.8688 -0.6570 0.29 -1.03 0.05
C 0.9132 1.1523 -1.7794 0.08 0.09 -0.06
C 0.2852 1.8522 -2.9444 0.10 -0.01 0.05
H 0.6013 2.8907 -2.9713 -0.05 0.04 -0.08
H -0.8007 1.8283 -2.8587 -0.16 0.03 -0.06
H 0.5606 1.3554 -3.8713 -0.04 0.04 -0.06
O 1.1491 3.2087 -0.6893 -0.16 0.09 -0.22
C 1.4763 4.0161 0.3653 -0.04 0.68 0.13
O 1.2667 5.2002 0.2561 0.04 -0.42 0.00
C 2.0461 3.3702 1.5283 0.15 -0.46 0.17
C 2.2613 2.0381 1.5922 -0.02 0.55 0.04
C 2.8404 1.3995 2.8116 -0.02 0.12 -0.04
H 3.7757 0.8972 2.5696 0.06 -0.08 0.02
H 3.0326 2.1460 3.5772 0.02 0.01 0.06
H 2.1481 0.6585 3.2073 -0.03 -0.11 0.07
H 2.2873 4.0276 2.3491 0.01 0.05 0.05
H 2.5427 -0.6732 1.2195 0.06 -0.06 0.11
H 1.8599 -1.9395 -0.7246 0.06 -0.13 0.01
H 1.9290 -2.3927 -3.2249 -0.21 -0.02 0.08
H 0.3429 -2.4878 -4.0305 0.09 0.00 0.11
C -1.2231 -3.9628 -0.4030 0.11 -0.09 0.28
H -0.3818 -4.6159 -0.1667 -0.20 0.04 -0.01
C -1.5474 -3.0626 0.7965 -0.02 -0.32 0.10
H -2.0874 -3.6699 1.5342 0.16 0.01 0.04
H -0.6132 -2.7167 1.2450 -0.03 -0.04 0.00
H -2.0812 -4.5843 -0.6758 0.06 -0.01 0.03
H -1.4923 -1.3356 -2.3571 -0.09 -0.12 0.02
H -2.4006 -2.7660 -2.8827 -0.04 0.09 0.05
H -3.5609 -1.1977 -1.1253 0.00 -0.10 -0.04
H -2.0852 0.3191 -1.0947 -0.01 -0.07 -0.15
H -1.5015 2.5361 -0.2992 0.04 0.09 -0.11
H -0.8760 2.8872 2.0558 0.03 0.10 0.06
H -0.3085 0.3198 4.4694 0.04 -0.04 0.11
H -1.8308 1.1845 4.6696 -0.01 -0.01 0.13
H -0.3914 2.0585 4.1554 0.04 0.06 0.05